[1]
{"formula": "C40H33BrN3O4Ti", "method": "ωB97M-V/def2-TZVPD", "elements": ["Ti", "C", "C", "C", "C", "C", "C", "C", "N", "C", "N", "C", "C", "C", "C", "C", "C", "C", "N", "C", "C", "C", "C", "C", "C", "C", "H", "H", "H", "H", "H", "H", "H", "H", "H", "H", "H", "H", "H", "H", "H", "H", "H", "H", "H", "H", "H", "H", "Br", "C", "C", "C", "C", "C", "C", "C", "C", "C", "C", "H", "H", "H", "H", "H", "H", "O", "C", "O", "C", "C", "C", "C", "O", "C", "O", "C", "C", "H", "H", "H", "H", "H"], "xyz": [[0.59923, -0.58586, -0.78660], [-0.44816, 4.77243, 1.77772], [-1.54323, 3.74579, 1.65090], [-2.81507, 4.00441, 2.14481], [-3.86078, 3.11369, 1.94815], [-3.64506, 1.95313, 1.22142], [-2.38037, 1.66306, 0.73723], [-1.31869, 2.53707, 0.96807], [-0.01600, 2.26171, 0.49866], [0.25487, 1.61425, -0.70444], [-0.59621, 1.94165, -1.75480], [-0.62894, 1.10917, -2.90029], [-0.12114, -0.20066, -2.77800], [-0.16234, -0.94107, -3.96418], [-0.66136, -0.43492, -5.15955], [-1.14923, 0.86062, -5.21657], [-1.13419, 1.65997, -4.08206], [-1.62152, 3.08419, -4.11549], [1.53137, 1.17731, -0.95959], [2.29164, 1.87974, -1.89691], [2.07160, 3.25314, -2.09826], [2.86308, 3.99872, -2.95386], [3.90897, 3.40012, -3.63543], [4.12969, 2.04143, -3.45600], [3.34569, 1.26667, -2.61300], [3.60888, -0.20454, -2.48710], [-0.66456, 5.47045, 2.58702], [-0.37456, 5.34604, 0.84982], [0.52688, 4.32410, 1.94983], [-2.99603, 4.92908, 2.68232], [-4.83782, 3.32295, 2.36594], [-4.46231, 1.26583, 1.04207], [-2.20067, 0.75161, 0.18486], [0.70458, 2.14634, 1.19221], [-1.39058, 2.52506, -1.55359], [0.19193, -1.96784, -3.96961], [-0.66637, -1.05194, -6.05224], [-1.53725, 1.26425, -6.14631], [-1.91641, 3.36962, -5.12552], [-0.83432, 3.76344, -3.77773], [-2.48908, 3.22416, -3.46186], [1.26506, 3.73841, -1.56283], [2.66241, 5.05620, -3.08791], [4.54174, 3.98107, -4.29544], [4.93707, 1.56157, -3.99991], [4.32858, -0.52318, -3.24350], [2.68288, -0.75841, -2.63433], [3.99570, -0.46537, -1.50182], [1.39069, -3.42594, -1.92460], [1.52648, -3.85893, -0.06814], [1.30099, -5.15329, 0.30484], [1.51898, -5.51974, 1.64609], [1.98775, -4.60047, 2.54136], [2.23188, -3.26088, 2.15411], [2.78356, -2.32123, 3.04864], [3.11043, -1.06770, 2.59988], [2.78694, -0.66285, 1.29362], [2.13867, -1.48623, 0.38329], [1.96004, -2.84185, 0.81363], [0.98457, -5.88627, -0.42407], [1.35149, -6.54736, 1.94568], [2.20539, -4.88981, 3.56420], [2.95743, -2.61407, 4.07882], [3.58182, -0.36601, 3.28128], [3.00445, 0.36280, 1.01145], [-0.83682, -1.89466, -0.49147], [-0.87823, -1.52727, 0.73372], [-0.14476, -0.52133, 1.03219], [-1.69949, -2.18545, 1.73419], [-2.74505, -3.02928, 1.35289], [-3.57796, -3.62114, 2.29524], [-3.30072, -3.37156, 3.61800], [-3.95945, -3.83428, 4.73677], [-3.21048, -3.36520, 5.84715], [-2.19646, -2.49420, 5.37982], [-2.24630, -2.55682, 4.00324], [-1.43889, -1.93264, 3.09723], [-2.89577, -3.20265, 0.29583], [-4.41678, -4.24198, 2.01070], [-2.75367, -4.21722, 6.36710], [-3.86947, -2.82599, 6.53412], [-0.62086, -1.28318, 3.37687]], "forces_ev_per_a": [[2.12, 0.62, -1.96], [-0.10, -0.02, 0.01], [0.09, -0.12, -0.05], [-0.04, -0.06, 0.05], [-0.04, 0.01, 0.04], [-0.05, 0.04, 0.01], [0.04, -0.01, -0.02], [0.00, 0.08, 0.09], [-0.16, 0.39, -0.09], [-0.41, 0.50, -0.30], [0.13, 0.08, -0.04], [0.02, -0.10, -0.03], [-0.44, 0.25, -1.01], [-0.02, 0.04, 0.03], [0.00, -0.08, -0.11], [-0.03, 0.02, 0.04], [-0.02, 0.03, 0.02], [0.04, -0.12, 0.02], [0.45, 0.61, -0.21], [0.30, 0.39, 0.10], [0.03, -0.08, -0.01], [-0.03, 0.07, -0.02], [0.06, 0.01, -0.04], [0.00, 0.11, -0.05], [-0.22, -0.05, 0.14], [0.07, 0.15, -0.03], [0.00, -0.01, 0.00], [0.07, -0.02, 0.00], [0.04, 0.02, 0.06], [0.04, -0.01, 0.01], [-0.01, 0.04, -0.06], [0.03, -0.04, 0.01], [0.01, -0.02, -0.01], [0.09, -0.02, -0.03], [-0.03, 0.05, -0.03], [0.02, 0.00, 0.01], [-0.01, 0.00, 0.01], [0.01, 0.00, 0.00], [-0.01, 0.00, 0.00], [-0.03, 0.03, 0.02], [0.00, 0.08, -0.02], [0.02, -0.02, 0.03], [-0.01, -0.01, 0.03], [-0.01, -0.03, -0.02], [-0.02, -0.04, 0.02], [0.00, -0.02, 0.01], [-0.02, -0.13, 0.03], [-0.07, -0.07, 0.04], [0.00, -0.05, 0.12], [-0.01, -0.22, -0.29], [0.01, 0.14, -0.10], [0.05, -0.03, 0.13], [-0.06, -0.08, 0.03], [-0.05, 0.01, -0.32], [0.08, 0.16, 0.13], [0.01, -0.17, 0.18], [0.12, -0.16, -0.23], [0.47, -0.55, 0.68], [0.33, 0.00, 0.33], [0.00, 0.01, -0.01], [-0.02, 0.02, 0.03], [-0.03, -0.01, 0.00], [0.06, -0.01, -0.02], [-0.01, 0.02, -0.02], [-0.09, 0.03, 0.00], [-1.55, -1.26, 1.10], [0.29, 0.49, -0.54], [-1.19, -0.60, 1.70], [-0.61, -0.43, 0.69], [0.38, 0.30, -0.17], [-0.22, -0.15, 0.26], [0.15, 0.08, 0.10], [-0.02, 0.04, -0.33], [0.01, -0.11, 0.41], [0.04, 0.14, -0.15], [-0.19, -0.17, 0.08], [0.10, 0.05, -0.30], [-0.02, 0.01, 0.00], [0.05, -0.04, -0.02], [0.01, 0.03, -0.10], [0.00, 0.01, -0.10], [0.00, -0.01, 0.03]], "lumo_energy_ev": [2.402, 2.400], "gap_ev": [5.1, 7.0], "e_homo_ev": [-2.713, -4.589], "charge": -1, "s_squared": 2.015, "total_energy_ha": -5432.8524, "spin_multiplicity": 3}

[2]
{"formula": "C40H34BClF2OP2Ta", "method": "ωB97M-V/def2-TZVPD", "elements": ["Ta", "C", "C", "C", "C", "C", "C", "C", "C", "P", "C", "C", "C", "C", "C", "C", "C", "C", "C", "C", "C", "C", "C", "O", "C", "C", "C", "C", "C", "C", "P", "C", "C", "C", "C", "C", "C", "C", "C", "C", "C", "C", "C", "H", "H", "H", "H", "H", "H", "H", "H", "H", "H", "H", "H", "H", "H", "H", "H", "H", "H", "H", "H", "H", "H", "H", "H", "H", "H", "H", "H", "H", "H", "H", "H", "Cl", "C", "H", "H", "F", "B", "F"], "xyz": [[-0.82890, -0.27611, 0.45417], [3.43383, 2.13740, -3.16381], [2.80283, 0.86958, -2.55638], [3.67403, -0.19006, -3.26014], [2.96796, 0.85875, -1.10397], [4.18442, 1.24916, -0.61367], [4.40543, 1.24286, 0.73062], [3.37387, 0.97369, 1.59873], [2.12043, 0.52683, 1.18078], [0.91236, 0.01840, 2.44747], [1.80955, -1.29829, 3.32124], [1.75311, -2.66619, 2.94335], [2.39973, -3.61271, 3.72147], [3.32674, -3.25282, 4.68813], [3.44153, -1.91191, 4.99104], [2.66816, -0.94101, 4.35548], [0.82307, 1.33656, 3.74120], [0.45478, 1.00829, 5.07117], [0.58361, 1.92923, 6.13102], [1.02868, 3.24942, 5.85156], [1.25899, 3.56474, 4.52939], [1.22295, 2.64968, 3.48537], [1.99655, 0.37888, -0.21962], [0.78041, -0.29430, -0.71573], [0.38245, 0.09127, -2.07969], [-1.02427, 0.10044, -2.40077], [-1.38220, 0.74789, -3.60623], [-0.42901, 1.18107, -4.51884], [0.89813, 1.10801, -4.22182], [1.32179, 0.65896, -2.92497], [-2.44486, -0.63688, -1.50911], [-3.91436, 0.43444, -1.42464], [-3.76883, 1.80600, -1.54967], [-4.89133, 2.64447, -1.42197], [-6.16197, 2.06842, -1.30591], [-6.26633, 0.70452, -1.07225], [-5.18076, -0.12880, -1.22166], [-2.80248, -2.14769, -2.43004], [-1.83501, -3.14874, -2.53759], [-2.12660, -4.32989, -3.21109], [-3.38179, -4.50094, -3.82874], [-4.31606, -3.43020, -3.80967], [-4.04925, -2.26368, -3.07025], [4.51302, 2.03788, -3.04709], [3.05524, 3.07364, -2.70847], [3.30702, 2.18842, -4.28442], [4.66015, -0.13590, -2.87454], [3.66483, -0.03189, -4.32954], [3.33848, -1.23179, -3.13260], [4.96632, 1.60749, -1.21287], [5.36244, 1.59871, 1.02111], [3.51301, 1.09285, 2.65888], [1.28931, -2.93669, 1.99567], [2.09402, -4.63346, 3.62695], [3.94016, -3.98241, 5.17176], [4.13119, -1.61665, 5.78062], [2.73974, 0.09272, 4.67560], [0.16115, -0.01764, 5.30313], [0.23073, 1.64549, 7.12901], [1.14979, 4.00036, 6.67233], [1.42363, 4.61480, 4.22105], [1.51288, 2.87737, 2.50055], [-2.41118, 0.79425, -3.90206], [-0.72835, 1.62229, -5.46734], [1.64907, 1.55303, -4.86937], [-2.76399, 2.23319, -1.74805], [-4.81112, 3.73020, -1.51193], [-7.02655, 2.78427, -1.29501], [-7.29356, 0.33205, -0.89009], [-5.28685, -1.22389, -1.15804], [-0.83699, -2.95765, -2.10287], [-1.35696, -5.13700, -3.28400], [-3.63663, -5.44004, -4.27391], [-5.27880, -3.49037, -4.39498], [-4.78251, -1.45305, -3.07293], [-2.62791, -1.22125, 2.06264], [-1.24754, -2.15182, 1.12370], [-1.85589, -2.84904, 0.49634], [-0.72874, -2.72187, 1.86009], [-0.40799, 2.84150, 0.43728], [-0.97692, 1.81507, 1.22523], [-1.86512, 2.18815, 2.13420]], "forces_ev_per_a": [[-0.80, 0.49, -1.89], [-0.65, 1.02, -0.82], [-0.46, -0.50, -2.26], [-1.32, -1.67, 0.09], [-1.23, -1.23, 0.17], [-0.48, -0.11, 1.40], [-0.15, 0.51, 0.11], [-0.26, -0.14, 0.74], [0.54, -0.01, -1.24], [0.59, -0.18, 0.83], [0.10, -1.11, -0.48], [-0.12, 1.21, 0.13], [-0.27, -0.15, -0.24], [-0.70, 0.62, -0.39], [0.49, 0.54, 0.38], [0.10, -0.02, 0.36], [-0.05, 0.14, 0.51], [0.14, -0.15, 0.20], [-0.25, 0.30, -0.90], [-0.56, -0.85, 0.86], [0.32, 1.77, -0.97], [-0.63, -1.27, 0.98], [1.07, 0.74, 0.95], [0.99, 0.62, -0.94], [-0.83, 0.90, -0.96], [0.49, 1.22, -0.33], [0.66, -0.81, 0.18], [-0.55, 0.24, -0.44], [0.70, -0.07, 1.87], [0.52, 0.32, -0.77], [-0.26, -0.92, -0.10], [0.56, -0.29, -0.55], [0.46, 1.35, 0.35], [0.04, -0.36, -0.75], [0.43, 1.65, 0.75], [-1.74, -0.12, -0.60], [0.24, -0.89, 0.82], [-0.73, 0.23, 0.09], [0.35, 0.11, 0.25], [0.24, -0.63, -0.30], [-0.09, 1.60, 0.82], [-0.25, -0.32, -0.27], [0.21, -0.67, -0.79], [-0.16, 0.39, 0.07], [0.32, -0.41, -0.27], [0.01, -0.02, 1.32], [1.02, 0.09, 0.16], [0.16, 0.21, -0.23], [-0.06, 0.29, 0.25], [0.71, 0.21, -0.98], [0.59, 0.03, 0.85], [0.20, 0.04, 0.23], [-0.29, -0.26, 0.46], [0.43, -0.61, -0.53], [0.03, -0.36, 0.38], [-0.12, 0.09, -0.24], [0.08, -0.22, 0.07], [-0.09, 0.33, 0.01], [0.45, 0.06, -0.39], [-0.23, -0.77, -0.97], [0.28, -0.68, 0.50], [0.30, 0.84, -1.04], [-0.47, 0.02, 0.08], [-0.12, -0.16, 0.20], [-0.30, -0.35, -0.01], [-0.80, -0.12, 0.22], [0.17, -0.41, -0.02], [0.74, -1.16, 0.07], [0.92, -0.16, -0.14], [-0.12, 0.79, 0.28], [-0.49, -0.39, -0.22], [-0.82, 0.82, 0.11], [-0.04, -0.25, -0.40], [1.20, -0.09, 0.86], [0.41, -0.46, -0.09], [1.35, 0.19, -0.72], [-2.55, -1.92, 1.28], [0.80, 0.57, 0.05], [0.43, -0.26, 0.64], [-0.84, -2.48, 1.45], [-0.66, 3.66, 0.42], [0.71, -0.18, -0.58]], "lumo_energy_ev": [-11.360, -11.360], "gap_ev": [5.0, 5.0], "e_homo_ev": [-16.377, -16.377], "charge": 3, "relative_energy_kcal_mol": 25.1, "total_energy_ha": -3043.3852, "spin_multiplicity": 1}

[3]
{"formula": "C40H34BeN3O2P2S", "method": "ωB97M-V/def2-TZVPD", "elements": ["Be", "C", "C", "C", "C", "C", "C", "C", "S", "O", "O", "N", "C", "C", "C", "C", "C", "C", "C", "C", "N", "C", "H", "H", "H", "H", "H", "H", "H", "H", "H", "H", "H", "H", "H", "N", "P", "C", "C", "C", "C", "C", "C", "C", "C", "C", "C", "C", "C", "P", "C", "C", "C", "C", "C", "C", "C", "C", "C", "C", "C", "C", "H", "H", "H", "H", "H", "H", "H", "H", "H", "H", "H", "H", "H", "H", "H", "H", "H", "H", "H", "H", "H"], "xyz": [[1.06650, -0.54849, -0.76353], [-5.43003, 2.07065, -4.60709], [-4.01215, 1.88970, -4.13372], [-3.05771, 2.87762, -4.36646], [-1.75755, 2.74146, -3.91505], [-1.40158, 1.59602, -3.20928], [-2.33083, 0.59124, -2.97155], [-3.62793, 0.74676, -3.43917], [0.24789, 1.52384, -2.61120], [1.12684, 1.88331, -3.68469], [0.32088, 2.26756, -1.37798], [0.46235, -0.02921, -2.18427], [0.73406, -0.98774, -3.20304], [0.42365, -0.99655, -4.53263], [0.80807, -2.10194, -5.33551], [1.48290, -3.17197, -4.82193], [1.82214, -3.18108, -3.44505], [2.52491, -4.21196, -2.78519], [2.80626, -4.11009, -1.44703], [2.38949, -2.97618, -0.73945], [1.73865, -1.98742, -1.32969], [1.44786, -2.08429, -2.67059], [-5.46855, 2.65942, -5.52270], [-6.02202, 2.59739, -3.85575], [-5.91348, 1.11230, -4.79307], [-3.33675, 3.76578, -4.92087], [-1.02119, 3.50908, -4.11333], [-2.04341, -0.30839, -2.44459], [-4.35376, -0.03952, -3.26835], [-0.09603, -0.16730, -4.98995], [0.55510, -2.08334, -6.38676], [1.76342, -4.00954, -5.44652], [2.83726, -5.08396, -3.34763], [3.34180, -4.88729, -0.92213], [2.57957, -2.86055, 0.31890], [1.51324, 0.15835, 2.28393], [1.19179, -1.54447, 2.14810], [1.66257, -2.12859, 3.80273], [1.82799, -1.28311, 4.89864], [2.15366, -1.81027, 6.14164], [2.30682, -3.17995, 6.29933], [2.14177, -4.02796, 5.21174], [1.82900, -3.50248, 3.96783], [-0.62364, -1.56119, 2.13835], [-1.23823, -2.16500, 1.04481], [-2.62645, -2.21345, 0.95007], [-3.39862, -1.64949, 1.95242], [-2.79154, -1.04241, 3.04985], [-1.41268, -1.00309, 3.14554], [1.08542, 0.98016, 0.84742], [-0.54856, 1.60734, 1.32378], [-0.66312, 2.29476, 2.53108], [-1.89988, 2.75760, 2.94711], [-3.03135, 2.51444, 2.17495], [-2.92349, 1.81020, 0.98471], [-1.68025, 1.36693, 0.55619], [2.28218, 2.33092, 0.83044], [1.87673, 3.65934, 0.78018], [2.83200, 4.66473, 0.80573], [4.18253, 4.34882, 0.86264], [4.58949, 3.02168, 0.88349], [3.63942, 2.01351, 0.86061], [2.46264, 0.34651, 2.59123], [1.69446, -0.21386, 4.78739], [2.28287, -1.14913, 6.98865], [2.55471, -3.58821, 7.27020], [2.26565, -5.09608, 5.33102], [1.70706, -4.16887, 3.12041], [-0.63264, -2.61790, 0.26646], [-3.09816, -2.69411, 0.10324], [-4.47862, -1.68338, 1.88695], [-3.40056, -0.60417, 3.82982], [-0.94405, -0.52962, 4.00108], [0.21220, 2.46431, 3.14590], [-1.98277, 3.30381, 3.87762], [-3.99815, 2.87133, 2.50573], [-3.80087, 1.61121, 0.38304], [-1.60367, 0.82759, -0.37680], [0.82630, 3.90897, 0.71169], [2.51869, 5.69953, 0.77378], [4.92178, 5.13865, 0.88268], [5.64163, 2.77210, 0.90747], [3.96807, 0.97867, 0.85597]], "forces_ev_per_a": [[-0.14, 0.75, -0.45], [0.05, -0.03, 0.01], [-0.10, 0.02, 0.00], [0.02, 0.07, -0.06], [-0.07, -0.09, 0.03], [-0.16, 0.15, -0.10], [0.02, 0.13, -0.06], [0.00, -0.04, 0.02], [0.03, -0.13, -0.15], [-0.09, 0.02, 0.06], [0.05, 0.12, 0.02], [0.29, -0.48, -0.30], [0.05, 0.21, 0.58], [-0.02, -0.01, -0.15], [0.00, 0.05, 0.08], [-0.02, 0.00, 0.04], [0.10, -0.18, -0.09], [-0.02, -0.04, -0.08], [-0.02, 0.06, 0.03], [0.19, -0.07, -0.24], [-0.07, -0.21, 0.16], [-0.06, 0.14, 0.31], [0.01, -0.01, 0.00], [0.03, 0.00, 0.02], [0.02, 0.00, 0.00], [0.00, -0.01, 0.02], [0.01, -0.01, 0.00], [0.01, -0.02, 0.03], [0.01, 0.00, 0.01], [-0.01, 0.02, 0.00], [-0.01, 0.00, 0.00], [0.01, 0.01, 0.00], [0.00, 0.01, 0.01], [0.00, -0.01, -0.01], [-0.03, -0.02, -0.05], [0.28, -0.07, 0.06], [0.22, -0.22, 0.05], [-0.18, 0.13, 0.11], [0.00, -0.03, 0.04], [0.00, 0.03, -0.06], [-0.01, -0.03, -0.02], [0.02, 0.04, 0.00], [0.02, -0.03, 0.00], [-0.11, -0.02, 0.10], [-0.11, 0.02, 0.00], [0.03, 0.06, 0.05], [0.03, -0.01, -0.02], [0.03, -0.03, -0.02], [0.00, 0.02, 0.04], [-0.32, -0.42, 0.23], [0.06, 0.20, -0.14], [-0.01, 0.01, -0.06], [-0.08, -0.02, 0.00], [0.05, 0.00, 0.02], [0.10, 0.03, 0.03], [-0.05, -0.01, 0.04], [-0.05, -0.05, -0.12], [0.05, 0.06, 0.02], [0.00, -0.01, -0.01], [0.00, -0.01, 0.01], [-0.04, 0.03, -0.03], [0.02, -0.04, 0.01], [-0.05, 0.07, 0.07], [-0.01, -0.02, 0.00], [0.00, 0.00, -0.01], [0.01, 0.00, -0.01], [-0.01, 0.00, 0.00], [0.00, 0.01, -0.01], [0.03, -0.03, 0.00], [0.00, -0.01, -0.01], [0.00, 0.00, 0.00], [0.01, 0.00, 0.00], [0.02, -0.02, -0.03], [0.01, 0.01, 0.00], [-0.01, 0.00, 0.00], [0.01, 0.01, 0.01], [0.00, 0.00, 0.00], [0.03, -0.02, -0.01], [0.01, -0.03, 0.01], [0.00, 0.00, 0.00], [-0.01, 0.00, -0.01], [0.00, 0.00, 0.00], [-0.03, -0.01, 0.02]], "lumo_energy_ev": -3.372, "gap_ev": 7.6, "e_homo_ev": -10.966, "charge": 1, "relative_energy_kcal_mol": 5.1, "total_energy_ha": -2955.0221, "spin_multiplicity": 1}